1.
F4N2O8S4Sn as an isolated structure in a non-equilibrium geometry. Source: the Open Molecules 2025 dataset; level of theory: the ωB97M-V functional and the def2-TZVPD basis.

Computed properties:
Frontier orbital gap = 9.1 eV
E_HOMO = -0.45278 Ha
E_LUMO = -3.232 eV

The geometry in XYZ format:
```
19
F4N2O8S4Sn, DFT the ωB97M-V functional and the def2-TZVPD basis
Sn 0.3602 0.6256 1.2562
N 1.7733 -0.1363 -0.0107
S 2.0083 -1.3590 -0.8842
O 3.1968 -2.1117 -0.4283
O 1.5071 -1.3672 -2.2184
F 0.7627 -2.1920 -0.2824
S 3.1187 0.7302 -0.4412
O 3.3927 1.0132 -1.8420
O 4.2521 0.6475 0.4609
F 2.5277 2.1316 0.1192
N -1.6205 0.6919 0.6615
S -2.3829 0.0420 -0.7150
O -3.8479 0.0845 -0.9261
O -1.6266 -1.1715 -1.1583
F -1.8340 1.1833 -1.7393
S -2.7781 0.3878 1.5631
O -3.3033 -0.9854 1.6447
O -3.6731 1.4499 2.0338
F -1.8333 0.3356 2.9063
```



2.
The molecule C10H11N3 in a non-equilibrium geometry. Source: the Open Molecules 2025 dataset; level of theory: the ωB97M-V functional and the def2-TZVPD basis.

Computed properties:
Frontier orbital gap = 7.7 eV
E_HOMO = -0.28036 Ha
SMILES = CN(C)c1ccc2cncnc2c1
E_LUMO = 0.106 eV

The geometry in XYZ format:
```
24
C10H11N3, DFT the ωB97M-V functional and the def2-TZVPD basis
C 2.5634 -1.5027 0.0625
N 2.0223 -0.1985 -0.1043
C 3.1600 0.7036 0.1838
C 0.8196 0.1165 -0.4257
C 0.3013 1.5148 -0.2858
C -1.0263 1.8519 -0.0257
C -2.0309 0.7567 -0.3031
C -3.3544 0.9426 -0.2541
N -4.2010 0.0953 0.1476
C -3.6964 -1.1840 0.3678
N -2.4494 -1.6149 -0.0213
C -1.5146 -0.6670 -0.4973
C -0.1897 -0.9197 -0.8031
H 2.0321 -2.2370 -0.6336
H 3.5234 -1.7693 0.0466
H 2.1764 -1.8423 1.1767
H 4.0696 0.0299 0.5860
H 3.0292 1.2549 1.1823
H 3.1955 1.5091 -0.5114
H 1.0292 2.2386 0.2511
H -1.5467 2.7512 0.3535
H -3.6832 2.0315 -0.2293
H -4.5933 -1.7713 0.6595
H 0.3641 -2.0899 -0.9226
```



3.
The molecule C3H5Br3OS in a non-equilibrium geometry. Source: the Open Molecules 2025 dataset; level of theory: the ωB97M-V functional and the def2-TZVPD basis.

Computed properties:
Frontier orbital gap = 9.9 eV
E_HOMO = -0.35228 Ha
SMILES = O[C@](S)(Br)[C@@H](Br)CBr
E_LUMO = 0.363 eV

The geometry in XYZ format:
```
13
C3H5Br3OS, DFT the ωB97M-V functional and the def2-TZVPD basis
O 0.4055 -1.8974 -0.1006
C 0.9636 -0.6769 -0.0946
S 1.4366 -0.1986 -1.7757
Br 2.5606 -0.6456 1.1682
C -0.0205 0.5643 0.5204
Br 1.0677 2.1815 0.3893
C -1.4903 1.1257 0.1262
Br -2.7711 -0.3403 0.2301
H 0.2898 -2.2489 0.7943
H 1.6169 -1.4437 -2.1861
H -0.0884 0.3189 1.5848
H -1.5034 1.5050 -0.8899
H -1.7652 1.8717 0.8595
```



4.
A 3-piece molecular cluster, C24H37F5IN3O9PS2 overall in a non-equilibrium geometry. Source: the Open Molecules 2025 dataset; level of theory: the ωB97M-V functional and the def2-TZVPD basis.

Computed properties:
Frontier orbital gap = 6.9 eV
E_HOMO = -0.42293 Ha
Total charge = +1
E_LUMO = -4.562 eV

The geometry in XYZ format:
```
82
C24H37F5IN3O9PS2, DFT the ωB97M-V functional and the def2-TZVPD basis
C 1.6816 -1.0994 4.2201
C 1.9749 -1.8706 2.7652
O 1.5878 -3.1444 2.6539
O 2.6847 -1.0779 1.7493
C 2.1408 -1.2817 0.3970
N 1.7881 0.0493 -0.2992
C 1.6615 1.1720 0.7051
N 0.3634 1.4893 1.1239
C -0.8929 0.8188 0.6106
F -0.9402 -0.6506 0.7955
F -1.0652 1.2492 -0.8241
C -2.2458 1.4142 1.3928
C -2.3712 1.5177 3.0418
C -3.7547 2.0737 3.7947
C -5.0802 2.5351 2.9028
C -4.9754 2.4673 1.2484
C -6.2363 2.9014 0.2437
F -5.7560 3.6913 -0.9333
F -6.8096 1.6289 -0.3053
F -7.3404 3.5649 0.9966
C -3.5857 1.9108 0.5416
N 2.7842 1.9877 1.3043
C 4.1384 1.6541 0.7202
C 5.3711 1.9704 1.8050
C 6.3927 0.6475 1.7892
I 4.6420 2.1019 3.8947
C 2.5939 3.4910 1.0475
P 1.9549 4.4538 2.5804
O 1.4514 3.5407 3.7681
O 0.6987 5.5411 1.9718
O 3.2697 5.4960 3.1279
H 0.7204 -1.4983 4.7609
H 2.6064 -1.1878 4.9623
H 1.5990 0.0675 3.9819
H 1.2090 -1.9871 0.3387
H 2.9948 -1.7924 -0.2578
H 2.5005 0.2445 -1.0430
H 0.2262 2.2510 1.8536
H -1.4590 1.1722 3.7139
H -3.8181 2.1224 4.9827
H -6.0667 2.8984 3.4327
H -3.5911 1.8693 -0.6389
H 4.2800 0.5141 0.4332
H 4.3961 2.2577 -0.2750
H 6.0368 2.8794 1.4890
H 7.4056 0.8528 2.3478
H 6.5359 0.2041 0.7005
H 5.8008 -0.1883 2.3995
H 3.5943 4.0281 0.7151
H 1.8374 3.6407 0.1373
H 1.1627 6.1292 1.2787
H 3.1155 6.4037 2.6884
C 5.0462 -4.3438 -3.9203
C 6.4343 -3.7948 -4.2463
C 6.5335 -2.4016 -3.6271
S 5.4398 -2.4036 -2.2146
O 4.3571 -1.4767 -2.4690
O 6.2293 -2.3594 -1.0000
C 4.8282 -4.0620 -2.4412
H 4.9700 -5.4125 -4.1413
H 4.2913 -3.8191 -4.5180
H 7.1976 -4.4488 -3.8074
H 6.6128 -3.7607 -5.3256
H 7.5517 -2.1794 -3.2978
H 6.1895 -1.6298 -4.3211
H 3.7798 -4.1177 -2.1432
H 5.4327 -4.7294 -1.8198
C -8.8687 -1.6896 -1.4817
C -7.5833 -0.9932 -1.9262
C -6.8062 -1.9780 -2.7982
S -8.0229 -3.0522 -3.5449
O -7.8287 -4.3931 -3.0345
O -8.1047 -2.7666 -4.9634
C -9.4400 -2.3390 -2.7334
H -9.5775 -0.9867 -1.0343
H -8.6340 -2.4567 -0.7342
H -7.8357 -0.1012 -2.5123
H -6.9842 -0.6652 -1.0710
H -6.2448 -1.4644 -3.5828
H -6.1306 -2.5955 -2.1999
H -10.1765 -3.1147 -2.5169
H -9.8684 -1.5894 -3.4054
```



5.
A 2-piece molecular cluster, C5H15N3 overall. Source: the Open Molecules 2025 dataset; level of theory: the ωB97M-V functional and the def2-TZVPD basis.

Computed properties:
Frontier orbital gap = 10.0 eV
E_HOMO = -0.33384 Ha
SMILES = CC(C)=N.CC(N)N
E_LUMO = 0.893 eV

The geometry in XYZ format:
```
23
C5H15N3, DFT the ωB97M-V functional and the def2-TZVPD basis
C 2.0171 0.9413 1.0918
C 1.4619 1.1330 -0.2870
C 2.0417 0.2379 -1.3502
N 0.5855 2.0221 -0.4606
H 3.0918 1.1135 1.0805
H 1.8441 -0.0774 1.4363
H 1.5498 1.6399 1.7782
H 3.0945 0.4818 -1.4957
H 1.5219 0.3639 -2.2999
H 1.9819 -0.8040 -1.0447
H 0.2496 2.1183 -1.4183
C -1.8350 -1.4636 -0.8491
C -1.2533 -0.7088 0.3411
N -1.9494 0.5651 0.5084
N -1.3754 -1.5249 1.5334
H -2.9176 -1.5157 -0.7525
H -1.4341 -2.4731 -0.8718
H -1.5865 -0.9604 -1.7808
H -0.1730 -0.5724 0.1763
H -1.3673 1.2261 1.0200
H -2.1474 0.9847 -0.3916
H -2.3587 -1.7249 1.6984
H -1.0418 -1.0022 2.3378
```



6.
An isolated ion of composition C2H7N2 and charge +1 in a non-equilibrium geometry. Source: the Open Molecules 2025 dataset; level of theory: the ωB97M-V functional and the def2-TZVPD basis.

Computed properties:
Frontier orbital gap = 11.4 eV
E_HOMO = -0.56199 Ha
Total charge = +1
SMILES = C1NC[NH2+]1
E_LUMO = -3.905 eV

The geometry in XYZ format:
```
11
C2H7N2, DFT the ωB97M-V functional and the def2-TZVPD basis
C -0.6972 0.8200 0.0912
N -1.0877 -0.5225 -0.3088
C 0.5625 -0.9408 0.1200
N 0.6983 0.5195 -0.2307
H -1.1691 1.6667 -0.5692
H -0.5549 1.1568 1.1336
H -1.7397 -1.1009 0.2900
H 0.7220 -1.4413 1.0513
H 0.9458 -1.6117 -0.6767
H 0.9729 0.3986 -1.1980
H 1.3472 1.0555 0.2972
```